# 1
The following is a DFT calculation (the ωB97M-V functional and the def2-TZVPD basis) of a molecular structure, C35H37AsN4O2S4Zr in a non-equilibrium geometry.

```
84
Properties=species:S:1:pos:R:3
Zr -0.007 -1.635 1.109
C -3.120 -2.367 0.010
O -1.725 -2.602 -0.354
C -1.474 -3.792 -0.979
C -2.460 -4.710 -1.331
C -2.027 -5.827 -2.055
C -0.694 -6.080 -2.269
C 0.267 -5.178 -1.894
C -0.118 -4.038 -1.205
N 0.777 -3.098 -0.583
N 1.992 -3.503 -0.757
C 3.067 -2.840 -0.294
C 3.001 -1.525 0.276
O 1.867 -0.980 0.554
C 4.178 -0.731 0.444
C 5.377 -1.362 0.308
C 5.485 -2.733 -0.037
C 6.719 -3.352 -0.052
C 6.877 -4.664 -0.484
C 5.688 -5.371 -0.856
C 4.460 -4.782 -0.801
C 4.347 -3.437 -0.414
H -3.800 -2.469 -0.841
H -3.406 -3.143 0.770
H -3.120 -1.388 0.451
H -3.500 -4.550 -1.195
H -2.772 -6.554 -2.336
H -0.428 -6.978 -2.836
H 1.325 -5.338 -2.071
H 4.103 0.295 0.777
H 6.294 -0.795 0.531
H 7.603 -2.811 0.292
H 7.833 -5.130 -0.460
H 5.778 -6.473 -1.093
H 3.619 -5.429 -0.953
S -0.609 -4.029 1.987
As -0.893 -2.692 3.672
S -2.009 -1.036 2.676
S 1.188 -1.936 3.327
S -1.493 -3.299 5.541
C -1.088 5.875 2.435
C -0.407 4.797 3.318
C 0.880 5.420 3.930
C -1.322 4.517 4.527
C -0.091 3.526 2.584
C 0.945 2.637 3.020
C 1.023 1.352 2.546
N 0.249 0.875 1.563
C -0.515 1.768 0.956
C -0.728 3.050 1.468
C -1.090 1.306 -0.317
C -1.750 2.158 -1.156
C -2.169 1.806 -2.430
C -1.820 0.527 -2.783
C -1.218 -0.327 -1.860
N -0.835 0.025 -0.635
C -2.854 2.764 -3.341
C -3.151 2.195 -4.730
C -4.152 3.228 -2.697
C -1.923 4.008 -3.583
H -1.299 6.781 3.040
H -2.114 5.426 2.122
H -0.562 6.116 1.536
H 0.654 6.337 4.454
H 1.604 5.601 3.122
H 1.341 4.673 4.631
H -1.605 5.460 4.963
H -0.768 3.931 5.284
H -2.208 3.920 4.320
H 1.646 2.921 3.766
H 1.718 0.638 2.943
H -1.469 3.654 0.967
H -1.874 3.163 -0.850
H -2.020 0.180 -3.782
H -0.861 -1.265 -2.158
H -3.737 1.267 -4.652
H -2.219 1.981 -5.297
H -3.784 2.888 -5.232
H -4.963 2.463 -2.658
H -4.584 4.042 -3.228
H -4.029 3.642 -1.672
H -0.917 3.764 -3.962
H -1.764 4.651 -2.687
H -2.362 4.623 -4.361
```

The value obtained for the total energy is -5601.17958 Eh. As for the HOMO energy: -7.1 eV. For the frontier orbital gap, the calculation gives 6.05 eV. The relative energy (zero: lowest compared OMol25 entry of this formula, charge and spin) is 22.0 kcal/mol.

These are the Mulliken partial charges, in e, on atoms 1 to 8: number 1, Zr, carries 0.2410; number 2, C, carries -1.2070; number 3, O, carries 1.1740; number 4, C, carries 0.2957; number 5, C, carries -1.0650; number 6, C, carries -0.8457; number 7, C, carries -0.7333; number 8, C, carries -0.4679

***

# 2
The following is a DFT calculation (the ωB97M-V functional and the def2-TZVPD basis) of a molecular structure, C35H37BBiF4N4O13P2SbTe in a non-equilibrium geometry.

```
99
Properties=species:S:1:pos:R:3
Bi 0.670 -1.891 2.085
O -5.657 -2.343 3.072
C -4.461 -2.750 2.672
C -4.117 -3.111 1.349
C -2.767 -3.320 1.102
N -1.789 -3.196 1.980
C -2.131 -3.059 3.271
C -3.468 -2.832 3.667
C -1.079 -3.218 4.300
O -1.416 -3.687 5.399
O 0.174 -2.906 3.974
C -2.239 -3.668 -0.325
O -2.874 -2.943 -1.335
O -1.465 -4.532 -0.574
H -6.298 -2.388 2.340
H -4.875 -3.154 0.561
H -3.797 -2.712 4.726
C 4.954 -2.964 -0.966
C 3.879 -2.545 -0.025
O 4.387 -1.460 0.771
P 3.431 -3.776 1.274
O 2.880 -5.174 0.768
O 4.849 -4.192 1.880
O 2.529 -3.139 2.362
P 2.291 -2.252 -1.045
O 2.214 -3.528 -2.033
O 2.273 -0.994 -1.832
O 1.167 -2.577 -0.054
H 5.962 -2.822 -0.539
H 4.920 -2.391 -1.904
H 4.858 -4.011 -1.310
H 3.677 -0.776 1.028
H 2.108 -5.137 0.117
H 5.018 -3.745 2.770
H 2.131 -3.290 -2.952
C 3.208 1.050 5.336
Te 2.636 -0.545 6.676
C 3.674 -1.965 5.496
H 3.500 1.923 5.882
H 2.381 1.306 4.669
H 4.042 0.687 4.710
H 4.102 -1.489 4.607
H 3.021 -2.865 5.220
H 4.463 -2.330 6.162
C -2.419 3.284 -4.828
C -1.087 3.979 -4.628
C -0.646 5.071 -5.412
C 0.580 5.704 -5.218
C 1.435 5.210 -4.241
C 1.075 4.085 -3.509
C -0.180 3.431 -3.702
Sb -0.285 1.922 -2.111
C -0.435 0.013 -2.936
C -2.610 -2.971 -2.686
C -1.916 -2.108 -3.419
C -0.902 -2.413 -4.409
C -0.118 -1.405 -4.904
C 0.190 -0.235 -4.129
C 1.335 0.527 -4.669
C -1.930 2.569 -0.835
C -3.136 1.873 -0.891
C -4.082 2.036 0.136
C -3.915 3.033 1.129
C -2.742 3.778 1.095
C -1.744 3.555 0.143
C -0.510 4.361 0.255
H -3.104 3.970 -5.376
H -2.834 2.994 -3.835
H -2.196 2.336 -5.385
H -1.315 5.512 -6.140
H 0.882 6.431 -5.954
H 2.455 5.589 -4.134
H 1.805 3.674 -2.813
H -3.011 -3.890 -3.094
H -1.286 -0.829 -3.045
H -0.877 -3.415 -4.917
H 0.378 -1.503 -5.880
H 1.808 -0.053 -5.520
H 2.099 0.616 -3.940
H 0.992 1.485 -4.994
H -3.285 1.123 -1.689
H -4.938 1.342 0.126
H -4.642 3.161 1.903
H -2.559 4.602 1.765
H -0.802 5.355 0.630
H 0.010 4.412 -0.708
H 0.185 3.953 0.958
F 1.084 0.647 1.590
B 2.149 1.599 1.242
F 2.003 2.668 2.135
F 3.316 0.851 1.425
F 2.017 2.032 -0.061
O -1.642 -0.214 3.148
N -2.129 0.936 2.967
C -1.965 1.654 4.102
C -2.825 2.707 4.462
N -3.569 3.612 4.619
C -0.936 1.223 5.013
N -0.193 0.834 5.840
```

The value obtained for the total energy is -4383.11478 Eh. As for the HOMO energy: -0.3 eV. Its charge is -2. For the frontier orbital gap, the calculation gives 3.00 eV. The relative energy (zero: lowest compared OMol25 entry of this formula, charge and spin) is 227.4 kcal/mol.

These are the Mulliken partial charges, in e, on atoms 1 to 8: number 1, Bi, carries 3.2482; number 2, O, carries -0.5410; number 3, C, carries 0.9245; number 4, C, carries -0.2146; number 5, C, carries -0.0291; number 6, N, carries -0.4441; number 7, C, carries 0.2697; number 8, C, carries -0.5254

***

# 3
The following is a DFT calculation (the ωB97M-V functional and the def2-TZVPD basis) of a molecular structure, C35H37ClCrO4P2 in a non-equilibrium geometry.

```
80
Properties=species:S:1:pos:R:3
Cr 0.001 0.000 2.904
C -1.909 0.857 -4.704
C -1.916 -0.414 -4.284
C -1.039 -1.573 -4.679
C 0.293 -1.245 -5.389
C 1.206 -0.373 -4.561
C 1.213 0.960 -4.443
C 0.336 1.998 -5.093
C -0.996 1.517 -5.709
C 1.405 0.485 4.413
H -2.639 1.524 -4.244
H -2.668 -0.672 -3.537
H -1.619 -2.261 -5.314
H -0.813 -2.142 -3.766
H 0.804 -2.195 -5.585
H 0.096 -0.802 -6.367
H 1.936 -0.917 -3.961
H 1.965 1.382 -3.774
H 0.917 2.522 -5.869
H 0.111 2.762 -4.335
H -1.507 2.397 -6.117
H -0.799 0.862 -6.561
H 1.192 1.461 4.858
H 2.426 0.501 4.011
H 1.366 -0.276 5.203
P -1.476 -0.515 1.262
P 1.554 0.014 1.248
C -0.558 -0.758 -0.305
C 0.765 -0.550 -0.305
C -2.474 -2.039 1.379
C -2.835 -2.793 0.253
C -3.561 -3.973 0.404
C -3.934 -4.406 1.679
C -3.581 -3.657 2.802
C -2.852 -2.477 2.655
C -2.683 0.772 0.798
C -2.289 2.118 0.809
C -3.223 3.127 0.579
C -4.561 2.803 0.349
C -4.962 1.467 0.350
C -4.030 0.454 0.574
C 3.033 -1.040 1.370
C 2.945 -2.326 1.919
C 4.096 -3.089 2.113
C 5.346 -2.571 1.771
C 5.441 -1.285 1.236
C 4.293 -0.521 1.038
C 2.215 1.642 0.737
C 2.422 2.599 1.739
C 2.866 3.878 1.406
C 3.109 4.207 0.071
C 2.908 3.255 -0.931
C 2.462 1.977 -0.602
H -1.094 -1.049 -1.208
H 1.365 -0.666 -1.207
H -2.559 -2.450 -0.741
H -3.838 -4.553 -0.472
H -4.503 -5.324 1.794
H -3.876 -3.990 3.794
H -2.573 -1.877 3.517
H -1.251 2.374 1.004
H -2.905 4.166 0.584
H -5.289 3.590 0.172
H -6.003 1.210 0.177
H -4.348 -0.584 0.574
H 1.975 -2.727 2.201
H 4.017 -4.087 2.534
H 6.242 -3.165 1.923
H 6.412 -0.874 0.975
H 4.372 0.481 0.624
H 2.237 2.319 2.774
H 3.030 4.614 2.188
H 3.460 5.202 -0.188
H 3.101 3.509 -1.970
H 2.317 1.234 -1.381
O 0.408 -1.376 7.105
Cl 0.001 0.000 6.584
O -1.421 0.284 7.050
O 0.921 1.061 7.191
O 0.001 0.000 4.904
```

Its spin multiplicity is 5. The value obtained for the total energy is -3843.57329 Eh. As for the HOMO energy (alpha / beta): -6.8 / -6.2 eV. For the frontier orbital gap (alpha / beta), the calculation gives 6.77 / 6.05 eV. The relative energy (zero: lowest compared OMol25 entry of this formula, charge and spin) is 97.0 kcal/mol. The expectation value of S² is 6.083.

These are the Mulliken partial charges, in e, on atoms 1 to 8: number 1, Cr, carries -0.0246; number 2, C, carries -0.3644; number 3, C, carries -0.3645; number 4, C, carries -0.4645; number 5, C, carries -1.0631; number 6, C, carries -0.1431; number 7, C, carries -0.2990; number 8, C, carries -0.6329